(1)
A 13-piece molecular cluster, C21H68N8O13 overall. Source: OMol25; level of theory: ωB97M-V/def2-TZVPD.

Last column: Mulliken charge in e.
Geometry (Å):
1 C 6.69 -13.29 14.81  -0.869
2 O 6.15 -13.26 16.11  -0.476
3 H 6.27 -12.57 14.16  0.303
4 H 6.52 -14.19 14.31  0.484
5 H 7.82 -13.14 14.71  0.169
6 H 6.11 -14.16 16.39  0.267
7 C 11.29 -8.46 20.35  -0.245
8 O 12.59 -8.02 20.10  -0.551
9 H 11.29 -9.29 21.06  0.393
10 H 10.89 -8.96 19.48  -0.155
11 H 10.67 -7.64 20.65  0.389
12 H 13.01 -7.67 20.91  0.317
13 C 9.49 -14.28 17.24  -0.240
14 O 10.31 -13.30 16.79  -0.254
15 H 8.56 -14.28 16.62  -0.081
16 H 9.09 -13.93 18.13  -0.043
17 H 9.84 -15.29 17.27  0.397
18 H 9.80 -12.50 16.64  -0.177
19 C 7.03 -11.18 17.99  0.064
20 O 5.67 -11.40 18.13  -0.721
21 H 7.07 -10.71 16.98  -0.464
22 H 7.61 -12.08 17.93  0.283
23 H 7.41 -10.54 18.77  0.627
24 H 5.45 -11.94 17.36  0.443
25 C 10.41 -10.16 16.66  -0.522
26 O 9.38 -10.84 15.91  1.839
27 H 11.28 -10.76 16.68  -0.057
28 H 10.13 -9.86 17.68  -0.523
29 H 10.77 -9.25 16.20  1.218
30 H 9.62 -10.94 15.00  -0.841
31 C 11.41 -10.25 13.54  1.194
32 O 11.44 -8.87 13.26  -0.934
33 N 12.36 -10.90 14.10  0.224
34 N 10.41 -10.99 13.33  -0.329
35 H 13.10 -10.36 14.55  -0.420
36 H 12.37 -11.92 14.18  -0.019
37 H 9.67 -10.54 12.79  -0.063
38 H 10.50 -12.04 13.36  0.175
39 C 11.68 -13.99 13.63  0.499
40 O 12.16 -14.52 12.42  -0.752
41 N 10.46 -13.68 13.84  -0.317
42 N 12.44 -13.68 14.61  -0.237
43 H 9.77 -13.95 13.10  0.225
44 H 10.16 -13.67 14.76  0.105
45 H 13.46 -13.88 14.45  0.174
46 H 12.08 -13.52 15.57  0.177
47 C 11.99 -7.18 16.68  -0.089
48 O 10.82 -6.71 17.27  -0.645
49 N 12.36 -7.01 15.41  -0.222
50 N 12.89 -7.77 17.44  0.070
51 H 11.66 -6.56 14.76  0.365
52 H 13.10 -7.51 14.78  0.544
53 H 12.69 -8.05 18.47  -0.167
54 H 13.80 -8.06 17.05  0.585
55 C 14.75 -8.98 14.51  0.551
56 O 16.05 -9.38 14.21  -0.771
57 N 14.07 -9.35 15.56  -0.327
58 N 14.04 -8.20 13.78  -0.242
59 H 14.53 -10.04 16.21  -0.020
60 H 13.19 -8.84 15.81  -0.125
61 H 14.74 -7.70 13.26  0.212
62 H 13.24 -8.58 13.17  0.209
63 C 13.43 -10.91 18.92  -0.278
64 C 14.47 -11.50 18.09  -0.642
65 C 13.91 -12.51 17.17  -0.894
66 O 15.26 -10.71 17.49  -0.579
67 H 13.96 -10.40 19.73  0.557
68 H 12.80 -11.72 19.29  0.169
69 H 12.81 -10.22 18.35  -0.252
70 H 15.07 -12.08 18.79  0.590
71 H 13.19 -12.01 16.55  -0.278
72 H 13.49 -13.30 17.80  0.581
73 H 14.70 -12.95 16.62  0.384
74 H 15.84 -10.33 18.15  0.459
75 C 9.75 -11.49 19.78  0.026
76 C 9.23 -12.56 20.81  -0.252
77 C 7.71 -12.52 21.04  -1.503
78 O 9.52 -13.75 20.60  -0.488
79 H 10.84 -11.44 19.98  -0.118
80 H 9.33 -10.54 20.03  0.514
81 H 9.58 -11.72 18.70  -0.421
82 H 9.72 -12.31 21.76  0.477
83 H 7.42 -11.51 21.25  0.360
84 H 7.43 -13.17 21.80  0.544
85 H 7.21 -12.88 20.15  0.202
86 H 9.51 -14.15 21.44  0.428
87 C 6.95 -8.37 11.78  -1.863
88 C 7.60 -9.33 12.78  1.466
89 C 6.63 -9.56 14.04  -1.173
90 O 7.94 -10.47 12.36  -0.725
91 H 7.66 -7.97 11.09  0.357
92 H 6.54 -7.57 12.34  0.408
93 H 6.25 -8.97 11.21  0.410
94 H 8.56 -8.85 13.05  -0.195
95 H 5.81 -10.18 13.63  0.629
96 H 6.26 -8.61 14.40  0.285
97 H 7.09 -10.11 14.84  -0.101
98 H 7.26 -11.10 12.42  0.402
99 C 7.92 -7.86 16.72  -0.401
100 C 7.73 -6.47 16.25  0.544
101 C 8.29 -6.21 14.88  -0.818
102 O 6.60 -6.03 16.30  -0.550
103 H 8.34 -8.57 15.93  -0.703
104 H 7.08 -8.28 17.11  0.926
105 H 8.68 -7.96 17.49  0.123
106 H 8.27 -5.80 16.88  0.187
107 H 9.31 -6.49 14.91  -0.154
108 H 8.32 -5.18 14.57  0.491
109 H 7.74 -6.81 14.12  -0.142
110 H 6.24 -6.36 17.12  0.408

For the energy relative to the best compared isomer or geometry (same formula, charge and spin), the calculation gives 125.3 kcal per mole. The HOMO-LUMO gap is 0.3124 hartree. Its HOMO energy is -0.3126 Ha.



(2)
C21H23BiN2O2Si as an isolated structure. Source: OMol25; level of theory: ωB97M-V/def2-TZVPD.

Last column: natural (NBO) charge in e.
Geometry (Å):
1 Bi -0.71 0.87 -1.37  1.839
2 O 0.58 1.33 0.35  -0.804
3 C 1.86 1.57 0.13  0.358
4 C 2.81 0.77 0.78  -0.217
5 C 4.16 0.96 0.61  -0.183
6 C 4.63 1.98 -0.21  -0.264
7 C 3.73 2.81 -0.83  -0.149
8 C 2.35 2.64 -0.67  -0.228
9 C 1.44 3.58 -1.27  0.168
10 N 0.20 3.32 -1.32  -0.499
11 C -0.84 4.18 -1.73  -0.243
12 C -1.97 4.11 -0.68  -0.233
13 N -2.29 2.75 -0.31  -0.501
14 C -2.75 2.55 0.85  0.187
15 C -3.19 1.29 1.40  -0.231
16 C -3.95 1.34 2.58  -0.137
17 C -4.42 0.20 3.19  -0.273
18 C -4.08 -1.04 2.66  -0.179
19 C -3.33 -1.12 1.51  -0.228
20 C -2.88 0.03 0.84  0.388
21 O -2.25 -0.18 -0.29  -0.807
22 H 2.44 -0.03 1.40  0.220
23 H 4.86 0.30 1.10  0.213
24 H 5.69 2.12 -0.36  0.213
25 H 4.07 3.62 -1.47  0.205
26 H 1.86 4.53 -1.62  0.161
27 H -1.23 3.82 -2.69  0.200
28 H -0.53 5.23 -1.85  0.190
29 H -2.87 4.57 -1.09  0.204
30 H -1.67 4.69 0.21  0.184
31 H -2.89 3.39 1.54  0.156
32 H -4.20 2.31 2.98  0.204
33 H -5.03 0.27 4.08  0.213
34 H -4.41 -1.95 3.15  0.213
35 H -3.06 -2.07 1.08  0.218
36 C -0.27 -5.03 -0.05  -1.083
37 Si 1.14 -4.01 -0.85  1.561
38 C 2.70 -4.26 0.22  -1.084
39 C 1.44 -4.74 -2.58  -1.082
40 C 0.67 -2.22 -1.05  -0.526
41 C 0.30 -1.09 -1.24  -0.452
42 H 0.00 -6.08 -0.02  0.232
43 H -1.20 -4.94 -0.60  0.237
44 H -0.47 -4.72 0.98  0.235
45 H 3.01 -5.30 0.23  0.233
46 H 2.52 -3.97 1.26  0.236
47 H 3.54 -3.67 -0.14  0.237
48 H 1.74 -5.79 -2.52  0.230
49 H 2.22 -4.21 -3.11  0.235
50 H 0.54 -4.70 -3.19  0.236

The HOMO-LUMO gap is 0.3008 hartree. Its HOMO energy is -0.2968 Ha.